No. 1
Below is 13 unconnected molecules or ions with the total composition C2H29O13 at a distorted geometry, with properties calculated with the ωB97M-V functional and the def2-TZVPD basis.

XYZ file:
```
44
C2H29O13 the ωB97M-V functional and the def2-TZVPD basis
C 0.6718 1.2788 -0.1941
C -0.8463 1.3620 -0.1966
O -1.3703 0.0978 -0.7176
H 1.0354 0.9640 -1.1177
H 1.0288 0.5005 0.5484
H 0.9287 2.2689 0.0014
H -1.2836 2.1661 -0.7945
H -1.2838 1.3452 0.8070
O -3.6991 1.0575 -1.4733
H -3.5103 1.2303 -2.3723
H -2.7879 0.8192 -1.1743
O -0.7952 0.4005 -3.2145
H -0.8386 -0.5719 -3.2462
H -0.9055 0.3495 -2.2762
O 3.3720 -0.9956 0.4875
H 3.2158 -0.5970 -0.3322
H 4.1813 -1.5281 0.4102
O 1.4615 -2.2186 2.1814
H 2.0096 -2.0494 2.9176
H 2.1493 -2.0024 1.5060
O -1.0557 -1.1268 1.7776
H -1.1337 -0.5692 0.9840
H -0.1288 -1.3280 1.8005
O 1.1650 0.9187 3.0016
H 1.1473 0.1896 3.6270
H 1.0706 0.5273 2.1318
O 3.8467 0.5986 -2.0355
H 3.3352 1.3247 -1.8603
H 4.1335 0.8098 -2.9349
O 1.8045 1.0384 -4.0897
H 2.3191 0.2887 -3.7573
H 0.9918 0.8254 -3.6261
O -2.5411 -2.2768 -0.8406
H -2.0396 -1.4417 -0.5978
H -2.1299 -3.0924 -0.6280
O -1.8177 1.1165 3.9418
H -1.6153 1.7523 4.6135
H -1.0215 1.0121 3.4147
O -3.7660 0.3818 1.8779
H -3.0276 0.6563 2.4303
H -3.7434 -0.5675 1.9619
O 0.6378 -1.9109 -0.7236
H 0.6470 -1.8963 -1.6780
H 0.1881 -1.1080 -0.5409
```

Properties
* F_max: 0.076 Eh/bohr
* orbital gap: 8.0 eV
* HOMO energy: -5.649 eV
* molecular weight: 261.2 g/mol
* energy relative to the best compared isomer or geometry (same formula, charge and spin): 40.1 kcal per mole
* charge: -1
* energy: -1071.73888 hartree



No. 2
Below is a molecular structure, C2H2AgFLiO2 at a distorted geometry, with properties calculated with the ωB97M-V functional and the def2-TZVPD basis.

XYZ file:
```
9
C2H2AgFLiO2 the ωB97M-V functional and the def2-TZVPD basis
F -2.0566 0.9131 0.4869
C -0.9181 0.7227 -0.2892
C -0.7716 1.7478 -1.2487
H -0.1818 1.5337 -2.1471
H -1.6690 2.3293 -1.4847
O 0.0145 0.0405 0.8872
O 1.3159 -0.3985 0.5136
Li 0.2924 -2.0075 -0.4066
Ag 1.5472 1.9731 -0.1262
```

Properties
* F_max: 0.056 Eh/bohr
* orbital gap (alpha / beta): 4.7 / 7.0 eV
* HOMO energy (alpha / beta): -5.502 / -8.067 eV
* molecular weight: 191.8 g/mol
* energy relative to the best compared isomer or geometry (same formula, charge and spin): 138.7 kcal per mole
* charge: 0
* energy: -482.00150 hartree
* spin multiplicity: 2